Record 1
The following is a quantum chemistry calculation of a 2-piece molecular cluster, C6H6N2O2 overall in a non-equilibrium geometry, from the OMol25 dataset.

Positions of all 16 atoms, in Å:
O (1.586, 2.117, 0.883)
C (0.609, 1.348, 0.696)
C (-0.536, 1.794, -0.091)
C (-1.465, 0.890, -0.360)
N (-1.531, -0.397, 0.077)
C (-0.575, -0.850, 0.942)
O (-0.591, -1.953, 1.503)
N (0.540, 0.007, 1.178)
H (-0.383, 2.729, -0.580)
H (-2.155, 1.052, -1.129)
H (-2.156, -1.210, -0.256)
H (1.092, -0.467, 1.976)
C (1.123, -1.877, -1.183)
C (1.802, -0.729, -1.297)
H (0.235, -2.561, -0.761)
H (2.404, 0.108, -1.597)

- HOMO-LUMO gap (Ha) = 0.3736
- net charge = 0
- relative energy (zero: lowest compared OMol25 entry of this formula, charge and spin) (kcal per mole) = 79.4
- HOMO (Eh) = -0.3585
- strongest force on any atom (hartree/bohr) = 0.1904
- structure (SMILES) = O=c1cc[nH]c(=O)[nH]1.C#C

---

Record 2
The following is a quantum chemistry calculation of an isolated ion of composition C4H11N2O and charge +1 in a non-equilibrium geometry, from the OMol25 dataset.

Positions of all 18 atoms, in Å:
C (-1.504, 1.424, 1.251)
N (-0.108, 1.012, 1.330)
C (0.524, 0.354, 0.346)
O (1.762, 0.216, 0.410)
C (-0.218, -0.283, -0.873)
C (-1.043, -1.466, -0.404)
N (0.904, -0.941, -1.706)
H (-1.934, 1.625, 2.264)
H (-2.117, 0.566, 0.838)
H (-1.561, 2.326, 0.624)
H (0.376, 1.371, 2.054)
H (-0.693, 0.399, -1.585)
H (-0.630, -2.104, 0.321)
H (-2.108, -1.167, -0.146)
H (-1.324, -2.023, -1.310)
H (1.631, -0.254, -2.141)
H (1.564, -1.466, -1.031)
H (0.584, -1.672, -2.456)

- HOMO-LUMO gap (Ha) = 0.3808
- net charge = +1
- relative energy (zero: lowest compared OMol25 entry of this formula, charge and spin) (kcal per mole) = 38.7
- HOMO (Eh) = -0.5112
- strongest force on any atom (hartree/bohr) = 0.0987
- structure (SMILES) = CNC(=O)[C@H](C)[NH3+]

---

Record 3
The following is a quantum chemistry calculation of one molecule with the formula C6H10OS in a non-equilibrium geometry, from the OMol25 dataset.

Positions of all 18 atoms, in Å:
O (0.901, -2.498, -1.730)
C (0.263, -2.109, -0.534)
C (0.091, -0.598, -0.371)
C (0.316, 0.239, -1.363)
S (0.171, 1.968, -1.381)
C (0.003, 2.258, 0.432)
C (-0.971, 1.240, 1.071)
C (-0.315, -0.162, 0.978)
H (1.823, -2.204, -1.672)
H (0.786, -2.565, 0.331)
H (-0.731, -2.579, -0.487)
H (0.531, -0.172, -2.337)
H (1.020, 2.164, 0.834)
H (-0.305, 3.311, 0.511)
H (-1.097, 1.594, 2.118)
H (-1.960, 1.292, 0.599)
H (0.516, -0.250, 1.709)
H (-1.040, -0.926, 1.292)

- HOMO-LUMO gap (Ha) = 0.3221
- net charge = 0
- relative energy (zero: lowest compared OMol25 entry of this formula, charge and spin) (kcal per mole) = 17.5
- HOMO (Eh) = -0.2914
- strongest force on any atom (hartree/bohr) = 0.0330
- structure (SMILES) = OCC1=CSCCC1

---

no.,DFT total energy (eV)
1,-13391.1855
2,-9347.1800
3,-19266.2708